Record 1
{
  "formula": "C4H16N2O2",
  "method": "ωB97M-V with the def2-TZVPD basis set",
  "lumo_ev": 0.663,
  "smiles": "NCCCCN.O.O",
  "homo_lumo_gap_ev": 9.49,
  "spin_multiplicity": 1,
  "symbols": ["N", "C", "C", "C", "C", "N", "H", "H", "H", "H", "H", "H", "H", "H", "H", "H", "H", "H", "O", "H", "H", "O", "H", "H"],
  "xyz": [[-2.94905, -0.87020, -0.27546], [-1.49700, -0.65046, -0.46993], [-0.78212, -0.91419, 0.88259], [-0.54634, 0.32104, 1.76442], [0.18855, 1.49283, 1.08084], [1.65121, 1.30865, 1.06594], [-3.20073, -1.80199, -0.57462], [-3.53936, -0.20990, -0.75852], [-1.38711, 0.39026, -0.76025], [-1.09001, -1.39404, -1.14942], [-1.45230, -1.60685, 1.39209], [0.16597, -1.41402, 0.72328], [0.03274, -0.00422, 2.63166], [-1.49699, 0.75583, 2.07751], [-0.13272, 1.60270, 0.05041], [-0.04101, 2.33035, 1.74801], [2.15438, 2.13619, 0.78505], [1.97356, 0.96497, 1.95814], [1.80064, 0.94883, -2.30227], [2.74285, 1.04158, -2.12728], [1.39663, 1.24903, -1.47690], [1.38514, -1.72262, -1.14856], [2.18522, -1.93639, -0.64947], [1.50180, -0.78594, -1.37368]],
  "forces_ev_per_angstrom": [[0.067, -0.021, 0.084], [-0.577, -0.527, 1.426], [-0.233, 0.370, -0.118], [-0.030, -0.030, -1.039], [0.805, -0.440, 1.411], [-0.287, -0.763, -0.646], [-0.139, 0.059, 0.007], [0.126, -0.022, -0.196], [0.342, -0.156, -0.547], [0.134, 0.507, -0.573], [0.161, -0.060, 0.270], [0.049, -0.025, -0.147], [-0.164, 0.245, 0.242], [-0.094, -0.294, 0.253], [-0.338, 0.493, 0.088], [-0.299, 0.491, -0.717], [-0.001, 0.153, 0.300], [0.190, 0.188, 0.028], [-0.071, 0.052, 0.280], [0.069, -0.006, -0.094], [0.029, 0.062, -0.013], [0.511, -0.082, 0.064], [-0.228, -0.016, -0.119], [-0.020, -0.179, -0.243]],
  "nbo_charge": [-0.861, -0.228, -0.420, -0.399, -0.215, -0.877, 0.356, 0.358, 0.173, 0.205, 0.212, 0.223, 0.197, 0.207, 0.174, 0.172, 0.359, 0.362, -0.936, 0.474, 0.475, -0.958, 0.464, 0.485]
}

Record 2
{
  "formula": "C25H18BrMnN4O5S",
  "method": "ωB97M-V with the def2-TZVPD basis set",
  "lumo_ev": [2.626, 2.622],
  "homo_lumo_gap_ev": [5.39, 8.21],
  "total_charge": -1,
  "spin_multiplicity": 6,
  "symbols": ["Mn", "O", "C", "C", "C", "N", "C", "C", "C", "O", "O", "C", "O", "O", "H", "H", "H", "Br", "C", "C", "C", "C", "C", "C", "C", "C", "C", "C", "H", "H", "H", "H", "H", "H", "N", "C", "S", "N", "C", "C", "C", "C", "C", "C", "H", "H", "H", "H", "H", "H", "H", "H", "N", "C", "H"],
  "xyz": [[0.17630, -0.32402, -1.21705], [-3.83082, 0.31949, -5.83426], [-2.99310, 0.09502, -4.77601], [-1.59710, 0.31124, -4.91439], [-0.81746, 0.09666, -3.81031], [-1.28345, -0.33361, -2.62881], [-2.63387, -0.58844, -2.48960], [-3.50885, -0.33202, -3.59390], [-3.22480, -1.03983, -1.27491], [-4.44258, -1.12206, -1.10789], [-2.46484, -1.40101, -0.16455], [0.67770, 0.36894, -3.85832], [1.20935, 0.70776, -4.89747], [1.27874, 0.19188, -2.72074], [-3.29712, 0.61824, -6.57664], [-1.13226, 0.65368, -5.82889], [-4.56700, -0.50233, -3.46724], [0.48330, -3.15090, -1.81491], [1.69789, -3.31007, -0.35844], [2.09264, -4.57314, -0.02858], [3.04236, -4.76085, 0.99590], [3.57814, -3.67795, 1.62495], [3.17831, -2.36244, 1.28353], [3.77754, -1.24898, 1.92129], [3.40794, 0.01517, 1.57568], [2.38697, 0.22168, 0.62146], [1.74351, -0.81463, -0.00850], [2.18409, -2.14075, 0.28975], [1.68608, -5.42205, -0.56048], [3.34956, -5.76457, 1.26098], [4.32759, -3.80379, 2.39834], [4.54208, -1.42753, 2.66935], [3.88276, 0.87149, 2.04180], [2.09433, 1.24331, 0.40941], [-2.86152, 1.77613, -0.31028], [-1.71823, 2.12400, 0.31628], [-0.28455, 2.34606, -0.53878], [-1.83116, 2.32039, 1.64123], [-0.75621, 2.61242, 2.53585], [-0.73560, 3.84179, 3.17769], [0.27576, 4.12555, 4.08407], [1.26401, 3.18362, 4.33267], [1.23482, 1.95823, 3.68061], [0.22133, 1.65953, 2.78242], [-2.76378, 1.52820, -1.28387], [-3.56681, 1.24796, 0.18525], [-2.75709, 2.27960, 2.03758], [-1.50036, 4.57527, 2.95318], [0.29675, 5.08540, 4.58429], [2.05760, 3.40578, 5.03525], [2.00222, 1.21858, 3.87027], [0.17143, 0.69953, 2.27909], [-0.88105, -1.11757, 1.40030], [-1.18063, -0.98820, 0.17077], [-1.69089, -1.49583, 1.90558]],
  "forces_ev_per_angstrom": [[-0.015, 0.061, -0.024], [-0.014, -0.005, 0.009], [0.036, 0.014, 0.006], [-0.034, -0.018, 0.033], [-0.021, 0.060, -0.081], [0.070, -0.045, -0.009], [-0.086, -0.001, 0.001], [0.008, 0.003, 0.013], [0.060, 0.031, 0.026], [-0.043, -0.029, 0.002], [-0.027, 0.043, -0.019], [0.077, -0.065, -0.018], [-0.026, 0.029, 0.008], [-0.007, 0.054, 0.003], [0.004, 0.006, -0.013], [0.001, 0.000, 0.001], [0.002, -0.003, -0.005], [-0.009, -0.056, 0.012], [0.005, 0.011, 0.014], [0.015, -0.001, 0.017], [-0.022, -0.013, -0.022], [0.006, 0.024, 0.000], [0.010, -0.022, 0.016], [0.005, 0.010, 0.000], [0.011, 0.006, -0.005], [0.019, -0.008, -0.012], [-0.006, -0.026, 0.007], [0.003, -0.025, 0.001], [0.000, 0.000, 0.000], [-0.002, -0.001, -0.003], [-0.001, 0.000, -0.001], [-0.003, 0.001, 0.000], [0.001, -0.002, -0.001], [-0.012, 0.025, 0.003], [0.072, 0.001, -0.009], [-0.103, -0.071, 0.008], [0.062, 0.056, -0.033], [0.012, 0.038, 0.013], [-0.014, -0.001, -0.001], [0.014, 0.010, 0.006], [0.005, -0.005, -0.003], [-0.003, 0.023, 0.010], [0.005, -0.025, 0.001], [-0.012, 0.023, -0.001], [-0.015, 0.000, -0.018], [-0.022, 0.007, 0.004], [-0.003, -0.016, 0.011], [-0.005, -0.006, -0.004], [0.001, -0.001, 0.003], [0.001, -0.001, 0.000], [-0.003, 0.003, 0.001], [0.007, -0.011, 0.012], [-0.048, -0.021, -0.020], [0.038, -0.055, 0.042], [0.007, -0.002, 0.020]],
  "lowdin_spin": [3.909, 0.012, 0.073, 0.122, 0.010, 0.140, 0.197, 0.092, 0.146, 0.174, -0.002, 0.004, 0.005, 0.037, 0.001, 0.009, 0.005, 0.044, -0.003, 0.006, -0.003, 0.003, -0.003, 0.018, -0.002, 0.019, -0.065, -0.003, 0.001, 0.000, 0.000, 0.001, -0.001, 0.001, 0.009, 0.014, 0.038, 0.007, 0.001, 0.000, 0.000, 0.000, 0.000, 0.001, 0.001, 0.001, 0.000, 0.000, 0.000, 0.000, 0.000, 0.000, 0.035, -0.055, -0.001]
}

Record 3
{
  "formula": "C20H12ClN2O6Tc",
  "method": "ωB97M-V with the def2-TZVPD basis set",
  "lumo_ev": [1.759, 1.837],
  "homo_lumo_gap_ev": [5.27, 6.06],
  "total_charge": -1,
  "spin_multiplicity": 2,
  "symbols": ["Tc", "O", "C", "O", "C", "C", "C", "C", "C", "N", "C", "O", "O", "H", "H", "H", "Cl", "C", "C", "C", "C", "O", "C", "C", "O", "C", "H", "H", "H", "H", "N", "C", "C", "C", "C", "C", "C", "H", "H", "H", "H", "H"],
  "xyz": [[0.94510, 0.23050, -0.10650], [0.84170, 4.26910, 0.63960], [0.70280, 3.06040, 0.54740], [1.33930, 2.28530, -0.25370], [-0.32660, 2.33390, 1.38900], [-1.27210, 2.92970, 2.20070], [-2.25960, 2.14080, 2.78300], [-2.26550, 0.77380, 2.51670], [-1.26690, 0.23780, 1.72650], [-0.30000, 1.00200, 1.18480], [-1.15970, -1.21920, 1.31450], [-1.98950, -2.03450, 1.68410], [-0.15780, -1.45860, 0.55200], [-1.22430, 3.99790, 2.34300], [-3.01910, 2.58230, 3.41120], [-3.03070, 0.11370, 2.89940], [0.72420, -2.67120, -6.88950], [1.09490, -2.03040, -5.31770], [2.39670, -2.14490, -4.82920], [2.69660, -1.64980, -3.58270], [1.71950, -1.02420, -2.76880], [2.05580, -0.61290, -1.60200], [0.39560, -0.88370, -3.31570], [-0.62320, -0.20730, -2.59360], [-0.51350, 0.34050, -1.47490], [0.11160, -1.41170, -4.58810], [3.15940, -2.61120, -5.43670], [3.69440, -1.72660, -3.17960], [-1.61340, -0.17120, -3.07300], [-0.88710, -1.31950, -4.99210], [2.32170, -0.08620, 1.05450], [3.18490, -0.89060, 1.61260], [4.34410, -0.44340, 2.29860], [5.20490, -1.34950, 2.87390], [4.96000, -2.71620, 2.80330], [3.83380, -3.17640, 2.12790], [2.96160, -2.29600, 1.54200], [4.52810, 0.61950, 2.35410], [6.08920, -0.99410, 3.38750], [5.63680, -3.41250, 3.27670], [3.64710, -4.23960, 2.06120], [2.07650, -2.62190, 1.01690]],
  "forces_ev_per_angstrom": [[3.472, 0.186, 3.619], [-0.134, 0.007, 0.194], [0.093, 0.211, -0.042], [0.267, 0.033, -1.123], [0.140, -0.371, -0.179], [-0.027, -0.093, 0.048], [0.309, -0.259, -0.254], [0.003, 0.174, 0.103], [0.309, -0.091, -0.218], [-1.806, 1.109, 1.472], [-0.152, -0.127, 0.016], [-0.120, 0.154, 0.215], [0.396, -0.475, -0.872], [0.011, 0.094, -0.043], [-0.054, 0.033, 0.036], [0.037, -0.063, 0.006], [-0.046, -0.118, -0.283], [-1.065, 0.333, 0.046], [0.480, 0.341, 0.934], [0.278, -0.456, -0.812], [-0.067, 0.616, 1.240], [0.355, -0.675, -1.720], [0.122, 0.154, 0.582], [0.247, -0.252, -0.127], [-1.626, -0.021, -1.227], [0.343, -0.297, -0.444], [0.019, -0.047, -0.002], [0.086, -0.012, 0.051], [0.102, 0.150, 0.044], [-0.068, -0.004, -0.045], [-3.047, 0.771, -1.849], [1.191, -1.077, 0.648], [-0.296, 0.134, -0.199], [0.082, -0.128, 0.040], [0.157, -0.077, 0.109], [0.150, -0.060, 0.124], [-0.148, 0.319, -0.108], [0.030, 0.089, 0.003], [0.027, 0.048, 0.042], [0.072, -0.069, 0.007], [-0.048, -0.083, -0.005], [-0.074, -0.101, -0.027]],
  "lowdin_spin": [0.519, 0.007, 0.003, -0.018, 0.022, -0.004, 0.028, -0.005, 0.022, -0.002, 0.003, 0.009, -0.013, -0.001, 0.002, -0.001, 0.002, 0.004, -0.006, 0.007, -0.004, 0.036, 0.000, -0.014, 0.016, -0.007, -0.001, 0.000, -0.001, 0.000, 0.151, 0.012, 0.072, -0.003, 0.090, -0.002, 0.069, 0.004, -0.003, 0.007, -0.003, 0.004]
}

Record 4
{
  "formula": "C2H7N5O",
  "method": "ωB97M-V with the def2-TZVPD basis set",
  "lumo_ev": 0.336,
  "smiles": "[H]/N=C\\N/N=C(/N)NO",
  "homo_lumo_gap_ev": 9.77,
  "spin_multiplicity": 1,
  "symbols": ["H", "N", "C", "N", "N", "C", "N", "N", "O", "H", "H", "H", "H", "H", "H"],
  "xyz": [[0.11531, -2.27316, 2.47235], [-0.24714, -1.57369, 3.05930], [-0.29144, -0.49210, 2.45689], [0.52521, -0.26228, 1.22824], [-0.47430, 0.69635, 0.31488], [-0.28336, 0.64996, -0.94833], [-0.57362, 1.93915, -1.50134], [0.19030, -0.09138, -2.12114], [0.69559, -1.50951, -1.67079], [-0.72976, 0.37441, 3.14093], [0.28741, -1.14986, 0.81927], [-0.68074, 2.78892, -0.76649], [-1.22582, 1.84728, -2.35888], [0.93243, 0.48292, -2.78208], [1.75992, -1.42700, -1.34281]],
  "forces_ev_per_angstrom": [[1.032, -1.558, -0.779], [-1.359, -0.557, 1.180], [1.128, 3.470, 1.328], [-4.652, 1.387, -0.439], [2.883, -2.679, 1.563], [0.585, 3.546, -1.698], [-1.715, 1.036, -0.501], [2.567, -1.404, 1.507], [3.244, 2.902, 0.087], [0.955, -1.182, -2.345], [0.721, -0.787, -0.899], [-0.130, -3.188, -2.523], [1.275, 0.926, 2.141], [-2.175, -2.018, 2.715], [-4.357, 0.107, -1.337]],
  "nbo_charge": [0.317, -0.639, 0.268, -0.488, -0.367, 0.498, -0.859, -0.366, -0.589, 0.184, 0.346, 0.430, 0.391, 0.410, 0.466]
}

ΔE to the lowest compared entry with this formula, charge and spin? In order: 67.1 166.9 85.2 591.7 kJ/mol.